C18H39N4O7V as an isolated structure at a distorted geometry, computed with ωB97M-V/def2-TZVPD.

Positions of all 69 atoms, in Å:
V1 -3.146 -29.133 -5.663
O1 -2.695 -25.962 0.092
O2 -8.535 -23.201 -4.137
O3 -3.638 -27.085 -5.003
O4 -4.038 -23.449 -7.613
O5 -7.705 -24.443 -2.429
O6 -7.922 -29.206 -0.870
O7 -1.263 -28.435 -6.556
N1 -0.586 -26.841 -8.058
N2 -10.149 -29.081 -0.979
N3 -5.478 -23.670 -9.323
N4 -2.712 -25.755 -2.146
C1 -7.648 -23.434 -3.330
C2 -3.063 -26.384 -1.018
C3 1.016 -28.408 -7.093
C4 -6.665 -24.381 -1.451
C5 -1.871 -26.285 -8.417
C6 -3.258 -22.631 -9.634
C7 -6.484 -24.501 -8.543
C8 -8.913 -28.589 -1.217
C9 -10.526 -30.297 -0.262
C10 -3.926 -27.606 -1.208
C11 -2.027 -24.458 -2.164
C12 -6.291 -22.745 -3.183
C13 -8.681 -27.379 -2.086
C14 -5.969 -26.458 -4.705
C15 -5.601 -23.462 -2.015
C16 -4.323 -23.300 -8.784
C17 -0.388 -27.859 -7.213
C18 -4.657 -26.181 -5.339
H1 -6.906 -24.029 -0.448
H2 -6.289 -25.394 -1.312
H3 -9.798 -30.490 0.526
H4 -2.181 -23.958 -1.208
H5 -10.697 -31.060 -1.022
H6 -2.552 -23.818 -2.873
H7 -3.546 -21.585 -9.737
H8 0.235 -26.441 -8.489
H9 -2.854 -26.184 -3.049
H10 -6.620 -25.633 -4.996
H11 -5.103 -22.790 -1.316
H12 -4.447 -25.184 -4.952
H13 -4.771 -27.565 -0.520
H14 -11.470 -30.152 0.263
H15 -0.979 -24.529 -2.456
H16 1.767 -27.880 -7.679
H17 -2.092 -25.316 -7.970
H18 -4.759 -24.046 -2.387
H19 -5.728 -22.931 -4.097
H20 -6.397 -27.424 -4.973
H21 -4.281 -27.648 -2.238
H22 -6.018 -25.479 -8.424
H23 1.385 -28.482 -6.070
H24 1.108 -29.432 -7.455
H25 -1.907 -26.229 -9.505
H26 -10.858 -28.413 -1.243
H27 -6.580 -21.711 -2.994
H28 -8.684 -27.746 -3.112
H29 -6.691 -24.135 -7.538
H30 -9.444 -26.606 -1.987
H31 -7.699 -26.945 -1.899
H32 -5.653 -23.513 -10.306
H33 -2.310 -22.595 -9.096
H34 -4.766 -25.931 -6.394
H35 -7.443 -24.597 -9.053
H36 -3.141 -23.197 -10.558
H37 -3.294 -28.465 -0.985
H38 -5.899 -26.424 -3.618
H39 -2.703 -26.957 -8.209

Computed properties:
- ΔE to the lowest compared entry with this formula, charge and spin: 0.0 kcal/mol
- Orbital gap (spin up / spin down): 0.242 / 0.306 hartree
- Total charge: 0
- Electronic energy: -65277.4847 eV
- E_LUMO (spin up / spin down): 0.2411 / 0.1546 eV
- HOMO (spin up / spin down): -6.349 / -8.172 eV
- ⟨S²⟩: 6.0044
- Spin multiplicity: 5

---

C14H33AsMgO7PS2Si2 as an isolated structure, computed with ωB97M-V/def2-TZVPD.

Positions of all 61 atoms, in Å:
As1 2.069 1.493 0.095
S1 -2.586 1.974 -1.273
S2 -1.295 -1.017 -0.225
P1 -2.807 0.063 -0.977
Si1 3.707 -0.147 0.157
Si2 1.857 1.735 -2.193
Mg1 0.054 0.408 1.564
O1 -4.143 -0.256 -0.110
O2 1.307 0.237 3.077
O3 0.357 0.465 5.159
O4 -3.152 0.857 4.079
O5 -1.460 1.105 2.631
O6 -3.268 -0.651 -2.357
O7 -0.794 -1.573 2.922
C1 -2.234 0.423 3.385
C2 -2.062 -1.101 3.342
C3 -4.440 0.543 1.047
C4 0.209 -1.656 3.972
C5 3.552 2.028 -3.009
C6 -2.442 -2.664 -3.376
C7 1.005 0.350 -3.154
C8 3.588 -1.293 1.649
C9 5.428 0.651 0.248
C10 0.904 3.312 -2.585
C11 3.802 -1.358 -1.306
C12 -5.644 1.418 0.775
C13 -3.450 -2.066 -2.417
C14 0.920 -0.359 4.169
H1 4.666 -2.017 -1.156
H2 3.910 -0.879 -2.279
H3 -4.475 -2.241 -2.755
H4 -2.618 -3.736 -3.496
H5 4.463 -1.953 1.666
H6 1.039 3.573 -3.641
H7 -2.778 -1.469 2.602
H8 3.986 2.947 -2.606
H9 -4.633 -0.149 1.869
H10 4.264 1.220 -2.831
H11 3.525 -0.740 2.587
H12 0.063 0.101 -2.660
H13 2.689 -1.909 1.586
H14 -5.898 1.981 1.676
H15 -0.256 -2.010 4.897
H16 -1.435 -2.511 -2.988
H17 1.263 4.147 -1.977
H18 5.609 1.264 -0.639
H19 -2.516 -2.183 -4.353
H20 -6.503 0.809 0.482
H21 0.911 -2.402 3.597
H22 -3.335 -2.506 -1.425
H23 -0.161 3.186 -2.388
H24 -5.413 2.116 -0.029
H25 -3.581 1.157 1.317
H26 3.437 2.151 -4.092
H27 2.904 -1.980 -1.334
H28 0.785 0.684 -4.175
H29 0.110 1.282 4.698
H30 6.222 -0.101 0.322
H31 1.614 -0.553 -3.212
H32 5.484 1.306 1.120
H33 -2.325 -1.506 4.323

Computed properties:
- Orbital gap (spin up / spin down): 0.194 / 0.234 hartree
- Total charge: -2
- Electronic energy: -142392.9756 eV
- E_LUMO (spin up / spin down): 4.8757 / 4.8727 eV
- HOMO (spin up / spin down): -0.415 / -1.498 eV
- ⟨S²⟩: 0.7530
- Spin multiplicity: 2

---

C2H3N3O as an isolated structure, computed with ωB97M-V/def2-TZVPD.

Positions of all 9 atoms, in Å:
O1 0.931 0.450 -0.707
N1 1.781 -0.434 -0.035
N2 -1.283 1.024 -0.659
N3 -0.382 -0.918 0.439
C1 -0.303 0.133 -0.322
C2 0.947 -1.196 0.608
H1 -0.906 1.961 -0.570
H2 -2.097 0.908 -0.070
H3 1.312 -1.928 1.315

Computed properties:
- ΔE to the lowest compared entry with this formula, charge and spin: 25.2 kcal/mol
- Orbital gap: 0.387 hartree
- Total charge: 0
- Electronic energy: -8639.3999 eV
- E_LUMO: 0.7665 eV
- HOMO: -9.769 eV
- Spin multiplicity: 1

---

C29H36N8O3Se2SiTe2Zr as an isolated structure at a distorted geometry, computed with ωB97M-V/def2-TZVPD.

Positions of all 82 atoms, in Å:
Te1 -2.068 -4.396 1.269
Te2 -3.974 -2.542 2.183
Zr1 -0.095 -0.427 0.097
Se1 -3.063 -0.609 0.955
Se2 -0.974 -2.922 -0.369
Si1 -0.408 2.814 1.516
O1 -0.455 1.213 1.136
O2 -1.367 -1.578 -3.648
O3 -0.110 -0.662 -2.020
N1 1.647 -2.051 -0.382
N2 -5.190 -2.123 -1.182
N3 8.750 4.708 -1.343
N4 -1.753 0.998 -1.246
N5 0.552 -1.565 1.994
N6 -3.397 -3.516 -1.395
N7 1.547 -2.253 1.975
N8 -3.941 -2.145 -3.165
C1 4.206 1.860 -0.567
C2 -2.144 3.422 1.719
C3 -0.895 -0.490 3.691
C4 1.934 0.535 -0.148
C5 7.784 4.100 -1.180
C6 -4.649 -1.052 -3.839
C7 -4.177 -2.578 -1.917
C8 -3.045 0.883 -3.423
C9 0.524 3.084 3.078
C10 -1.206 -0.777 -2.743
C11 5.454 3.533 -1.798
C12 -0.037 -2.243 5.657
C13 -0.956 -1.248 5.974
C14 0.444 -2.362 4.368
C15 -2.326 0.149 -2.295
C16 5.323 1.659 0.247
C17 2.137 -2.547 0.736
C18 2.180 -2.411 -1.544
C19 6.557 3.330 -0.974
C20 -1.387 -0.387 4.986
C21 0.408 3.798 0.180
C22 -3.690 -0.031 -4.468
C23 4.290 2.805 -1.597
C24 3.190 -3.441 0.756
C25 3.751 -3.829 -0.446
C26 6.487 2.387 0.047
C27 3.232 -3.301 -1.615
C28 2.979 1.131 -0.340
C29 0.031 -1.466 3.374
H1 0.032 3.539 -0.823
H2 -5.656 -1.284 -1.463
H3 1.731 -1.972 -2.416
H4 -2.522 -3.705 -1.851
H5 -2.915 -0.545 -5.038
H6 4.574 -4.534 -0.473
H7 -2.456 1.527 -0.756
H8 -3.035 -0.463 -1.766
H9 -2.167 4.364 2.301
H10 0.300 -2.937 6.419
H11 -3.845 1.480 -2.976
H12 -4.270 0.563 -5.173
H13 -5.293 -0.542 -3.123
H14 -2.753 2.671 2.250
H15 5.268 0.926 1.040
H16 0.040 2.581 3.928
H17 3.528 -3.817 1.713
H18 -3.399 -3.650 -0.392
H19 -2.988 -2.259 -3.465
H20 -5.156 -2.287 -0.176
H21 -1.094 1.651 -1.645
H22 1.124 -3.155 4.116
H23 -2.119 0.382 5.211
H24 -2.344 1.586 -3.885
H25 1.494 3.615 0.183
H26 5.514 4.267 -2.592
H27 -5.294 -1.463 -4.612
H28 3.431 2.958 -2.235
H29 -2.627 3.624 0.746
H30 -1.222 0.197 2.942
H31 0.235 4.880 0.334
H32 3.638 -3.572 -2.582
H33 -1.339 -1.157 6.987
H34 0.595 4.162 3.308
H35 1.544 2.685 2.979
H36 7.347 2.230 0.684

Computed properties:
- ΔE to the lowest compared entry with this formula, charge and spin: 35.1 kcal/mol
- Orbital gap: 0.194 hartree
- Total charge: 0
- Electronic energy: -203163.1539 eV
- E_LUMO: -1.3167 eV
- HOMO: -6.598 eV
- Spin multiplicity: 1